(one)
This record from OMol25 describes the molecule C4H6. The level of theory is ωB97M-V with the def2-TZVPD basis set.

- SMILES string = C=CC=C
- LUMO level (eV) = 0.882
- molar mass (Da) = 54.1
- HOMO (Eh) = -0.32519

```
! wB97M-V def2-TZVPD RIJCOSX def2/J DEFGRID3
* xyz 0 1
C 0.675 1.517 -0.727
C -0.182 0.570 -0.421
C 0.162 -0.574 0.306
C -0.628 -1.614 0.667
H 0.184 2.488 -1.099
H 1.710 1.439 -0.488
H -1.180 0.568 -0.804
H 1.195 -0.486 0.612
H -0.154 -2.377 1.381
H -1.782 -1.532 0.573
*
```

(two)
This record from OMol25 describes the molecule C4H6. The level of theory is ωB97M-V with the def2-TZVPD basis set.

- LUMO level (alpha / beta) (eV) = -0.664 / -0.719
- molar mass (Da) = 54.1
- HOMO (alpha / beta) (Eh) = -0.29808 / -0.31793

```
! wB97M-V def2-TZVPD RIJCOSX def2/J DEFGRID3
* xyz 0 1
C -0.979 1.059 -0.005
C -0.356 -0.174 0.540
C 0.780 -0.791 0.106
C 2.000 -0.358 -0.447
H -1.459 0.784 -0.955
H -0.237 1.831 -0.229
H -1.766 1.442 0.650
H -0.973 -0.767 1.215
H 0.606 -1.864 0.234
H 2.384 -1.163 -1.109
*
```

(three)
This record from OMol25 describes the molecule C4H6. The level of theory is ωB97M-V with the def2-TZVPD basis set.

- SMILES string = CC#CC
- LUMO level (eV) = 1.085
- molar mass (Da) = 54.1
- HOMO (Eh) = -0.34465

```
! wB97M-V def2-TZVPD RIJCOSX def2/J DEFGRID3
* xyz 0 1
C 1.371 0.794 -1.284
C 0.256 0.160 -0.581
C -0.562 -0.314 0.164
C -1.377 -0.798 1.275
H 1.073 1.732 -1.766
H 1.819 0.138 -2.036
H 2.138 1.028 -0.536
H -0.822 -1.573 1.812
H -2.350 -1.200 0.986
H -1.545 0.032 1.967
*
```

(four)
This record from OMol25 describes the molecule C4H6. The level of theory is ωB97M-V with the def2-TZVPD basis set.

- SMILES string = C#CCC
- LUMO level (eV) = 1.127
- molar mass (Da) = 54.1
- HOMO (Eh) = -0.36124

```
! wB97M-V def2-TZVPD RIJCOSX def2/J DEFGRID3
* xyz 0 1
C 1.781 1.280 0.345
C 1.120 0.310 0.020
C 0.186 -0.753 -0.269
C -1.230 -0.171 -0.068
H 2.296 2.158 0.687
H 0.394 -1.483 0.520
H 0.334 -1.219 -1.259
H -1.470 -0.107 1.003
H -1.388 0.819 -0.591
H -2.023 -0.834 -0.389
*
```

Stability comparison, relative energies in kcal/mol: (one) 5.2; (two) 69.4; (three) 0.0; (four) 8.7